Record 1
This record from the OMol25 dataset describes 10 unconnected molecules or ions with the total composition C14H50O16P2 in a non-equilibrium geometry. The level of theory is ωB97M-V/def2-TZVPD.

Each line ends with the Mulliken charge.
Cartesian coordinates (Å):
C 0.59 0.58 3.80  -0.19
O 1.74 1.38 3.73  -0.63
H 0.80 -0.44 4.13  0.36
H -0.15 1.06 4.45  0.31
H 0.03 0.50 2.87  -0.28
H 2.38 0.87 3.22  0.68
C -0.35 -0.37 0.16  0.17
O -0.05 -0.62 -1.19  -0.23
H 0.36 0.29 0.65  -0.26
H -1.33 0.09 0.15  0.46
H -0.38 -1.27 0.77  -0.95
H -0.49 0.07 -1.70  0.53
C -3.10 1.20 3.21  -0.70
O -2.64 1.44 1.79  -0.22
H -2.39 1.61 3.93  0.26
H -4.08 1.60 3.48  0.41
H -3.23 0.14 3.41  0.14
H -2.96 0.69 1.29  -0.11
C -0.07 3.36 2.01  -0.27
O 1.27 3.63 2.30  -0.62
H -0.71 3.44 2.89  0.36
H -0.47 4.03 1.25  0.32
H -0.16 2.33 1.68  -0.23
H 1.59 2.78 2.61  0.45
C -3.95 -1.37 -0.65  -1.09
O -4.40 -0.48 0.33  0.83
H -4.24 -1.00 -1.63  0.76
H -2.87 -1.48 -0.58  -0.67
H -4.35 -2.37 -0.51  0.35
H -5.00 0.16 -0.07  -0.30
C -0.41 -2.19 -4.22  -0.90
O 0.84 -1.93 -3.46  -0.49
H -0.39 -1.89 -5.26  0.35
H -0.77 -3.21 -4.11  0.29
H -1.21 -1.62 -3.72  0.15
H 0.58 -1.46 -2.66  0.52
C -2.33 -3.16 2.49  -0.02
O -1.58 -3.58 3.62  -0.57
H -2.51 -4.05 1.87  0.25
H -3.21 -2.57 2.74  0.41
H -1.63 -2.53 1.95  -0.44
H -0.76 -4.00 3.37  0.29
C -0.73 -3.88 -0.93  -0.22
O -0.30 -4.36 0.35  -0.30
H -1.31 -2.98 -0.75  -0.34
H 0.13 -3.57 -1.53  0.32
H -1.38 -4.54 -1.50  0.41
H -0.04 -5.28 0.26  0.18
C 3.19 -0.42 -1.16  0.00
O 4.30 -0.72 -0.33  -0.37
P 4.20 -0.99 1.24  0.53
O 3.30 -0.03 1.96  -0.43
O 3.66 -2.48 1.28  -0.39
C 2.29 -2.70 1.19  0.03
O 5.71 -1.11 1.80  -0.37
C 6.63 -0.11 1.53  -0.68
H 3.37 0.48 -1.75  0.37
H 2.29 -0.20 -0.58  -0.25
H 3.01 -1.23 -1.86  0.20
H 2.02 -3.45 1.94  0.30
H 2.16 -3.19 0.23  0.23
H 1.62 -1.85 1.33  -0.14
H 6.57 0.20 0.49  0.32
H 7.61 -0.51 1.79  0.23
H 6.53 0.73 2.22  0.27
C -0.41 3.10 -5.43  -0.92
O -0.04 3.47 -4.08  -0.26
P -0.83 2.91 -2.75  1.69
O -0.86 1.39 -2.62  -0.73
O 0.04 3.51 -1.51  -0.48
C 1.38 3.12 -1.29  -0.49
O -2.22 3.71 -2.78  0.25
C -3.20 3.44 -1.76  -1.85
H -0.81 2.09 -5.43  0.27
H 0.45 3.04 -6.10  0.30
H -1.22 3.69 -5.88  0.25
H 1.72 2.55 -2.16  0.32
H 1.36 2.43 -0.44  -0.04
H 2.10 3.92 -1.13  0.37
H -2.81 2.76 -1.00  -0.09
H -4.16 3.09 -2.15  0.67
H -3.38 4.30 -1.11  0.38

Multiplicity ... 2
HOMO level (spin up / spin down) ... 0.0196 / -0.2616 Eh
<S²> ... 0.750
HOMO-LUMO gap (spin up / spin down) ... 1.69 / 9.29 eV
Electronic energy ... -2449.94673 Eh
Charge ... -1

=====

Record 2
This record from the OMol25 dataset describes 11 unconnected molecules or ions with the total composition C14H50O18 in a non-equilibrium geometry. The level of theory is ωB97M-V/def2-TZVPD.

Each line ends with the Mulliken charge.
Cartesian coordinates (Å):
O 7.05 11.00 9.18  -0.47
C 7.02 9.92 8.26  -0.33
C 5.68 9.27 8.27  -0.30
O 5.55 8.81 9.58  -0.66
H 6.89 11.86 8.73  0.27
H 7.34 10.12 7.26  0.48
H 7.75 9.27 8.72  0.02
H 5.59 8.42 7.63  0.39
H 4.87 9.96 8.04  0.23
H 5.88 9.52 10.18  0.29
O 11.42 6.03 14.52  -0.59
C 10.57 6.97 15.11  0.64
C 11.22 7.98 15.97  -0.61
O 11.75 7.48 17.17  -0.51
H 12.25 6.10 15.03  0.36
H 10.13 7.45 14.24  -0.41
H 9.83 6.48 15.78  0.26
H 10.47 8.79 16.13  0.34
H 12.01 8.41 15.38  0.32
H 11.10 6.99 17.65  0.34
O 11.61 8.07 9.13  -0.50
C 11.51 9.08 8.15  0.23
C 12.88 9.26 7.53  -0.86
O 13.87 9.54 8.47  -0.47
H 10.71 7.78 9.29  -0.03
H 10.78 8.87 7.35  0.32
H 11.17 10.05 8.63  0.16
H 12.83 10.11 6.83  0.37
H 13.01 8.37 6.87  0.29
H 13.96 8.71 9.01  0.34
O 10.54 6.34 6.94  -0.53
C 9.17 6.21 7.32  -0.72
C 8.84 5.83 8.73  -0.37
O 9.24 6.84 9.54  0.09
H 11.07 6.54 7.73  0.37
H 8.56 7.06 7.01  0.24
H 8.75 5.37 6.78  0.43
H 9.34 4.92 8.94  0.45
H 7.74 5.66 8.77  0.25
H 9.07 6.68 10.50  -0.04
O 12.72 14.11 9.73  -0.55
C 13.99 13.52 9.94  -0.62
C 13.99 12.23 10.78  0.05
O 13.68 12.63 12.11  -0.55
H 12.44 14.63 10.50  0.30
H 14.38 13.39 8.95  0.41
H 14.64 14.27 10.39  0.30
H 14.99 11.81 10.78  0.31
H 13.27 11.45 10.39  0.05
H 13.54 11.82 12.66  0.35
O 9.82 10.64 12.76  -0.46
C 8.89 10.30 11.79  -0.18
C 8.38 8.90 12.09  0.40
O 9.47 8.02 12.26  -0.53
H 10.38 11.41 12.51  0.30
H 8.06 10.98 11.88  0.41
H 9.23 10.40 10.74  0.03
H 7.81 8.48 11.25  -0.52
H 7.76 8.91 12.99  0.28
H 10.23 8.55 12.51  0.21
O 11.01 13.14 12.24  -0.50
C 10.73 14.17 13.12  -0.43
C 11.83 15.16 13.38  -0.55
O 12.15 15.88 12.18  -0.54
H 11.98 12.98 12.07  0.36
H 9.91 14.77 12.64  0.34
H 10.40 13.75 14.06  0.26
H 12.73 14.67 13.70  0.28
H 11.56 15.88 14.14  0.36
H 11.34 16.24 11.82  0.31
O 13.84 10.06 13.38  -0.57
H 14.50 9.96 14.07  0.24
H 13.65 9.15 13.10  0.35
O 5.98 6.11 10.27  -0.62
H 5.14 5.61 10.28  0.26
H 5.78 7.02 10.11  0.44
O 13.86 7.32 13.31  -0.70
H 14.60 7.36 12.66  0.29
H 13.23 6.70 12.93  0.45
O 11.81 5.87 11.70  -0.81
H 11.38 6.19 12.52  0.30
H 11.56 6.53 11.02  0.42

HOMO level ... -0.3590 Eh
Energy relative to the best compared isomer or geometry (same formula, charge and spin) ... 0.221 eV
SMILES ... OCCO.OCCO.OCCO.OCCO.OCCO.OCCO.OCCO.O.O.O.O
HOMO-LUMO gap ... 10.17 eV
Electronic energy ... -1917.62494 Eh

=====

Record 3
This record from the OMol25 dataset describes 12 unconnected molecules or ions with the total composition C14H53BF4N3O11 in a non-equilibrium geometry. The level of theory is ωB97M-V/def2-TZVPD.

Each line ends with the Mulliken charge.
Cartesian coordinates (Å):
B -1.48 -0.26 -0.97  0.81
F -0.68 0.26 -1.99  -0.15
F -1.65 0.71 0.04  -0.25
F -2.75 -0.62 -1.52  -0.70
F -1.03 -1.45 -0.40  -0.18
C -2.61 0.74 -4.55  -0.76
C -3.50 0.95 -5.77  -0.46
O -4.85 0.63 -5.49  -0.53
H -2.75 -0.25 -4.12  0.31
H -2.85 1.45 -3.76  0.31
H -1.55 0.80 -4.80  0.25
H -3.12 0.28 -6.55  0.31
H -3.44 1.98 -6.14  0.28
H -5.10 1.12 -4.70  0.30
O -0.82 2.93 -1.96  -0.74
H -0.88 1.97 -1.73  0.26
H 0.07 3.04 -2.28  0.32
O -3.49 -3.41 -3.38  -0.68
H -4.19 -4.07 -3.41  0.29
H -3.74 -2.82 -2.65  0.30
O 1.34 -0.06 0.28  -0.29
H 1.23 0.91 0.27  0.28
H 0.44 -0.40 0.40  -0.01
O -1.01 -2.34 -3.76  -0.67
H -1.89 -2.77 -3.72  0.46
H -0.85 -2.06 -2.85  0.15
O -4.48 0.88 0.44  -0.74
H -3.74 1.43 0.71  0.34
H -4.13 0.33 -0.28  0.32
O -3.37 -3.01 -0.29  -0.70
H -4.19 -2.87 0.20  0.30
H -3.01 -2.11 -0.43  0.30
O 0.64 2.59 1.10  -0.61
H -0.11 2.80 0.52  0.31
H 0.55 3.18 1.85  0.30
C 2.39 -5.06 1.19  -1.54
C 1.21 -4.08 1.09  0.38
C 1.21 -3.14 2.30  -0.90
O 2.42 -2.38 2.26  0.07
C 2.67 -1.66 3.44  -0.89
N 1.38 -3.39 -0.19  -0.12
H 2.52 -5.62 0.26  0.46
H 2.15 -5.86 1.90  0.43
H 3.31 -4.58 1.53  0.20
H 0.27 -4.65 1.05  0.36
H 1.21 -3.66 3.26  0.50
H 0.32 -2.50 2.32  0.30
H 3.70 -1.31 3.34  0.22
H 2.59 -2.20 4.38  0.32
H 1.97 -0.82 3.48  0.21
H 0.51 -3.01 -0.56  -0.21
H 1.63 -4.10 -0.86  0.27
C -2.32 2.99 2.76  -0.86
C -1.39 4.06 3.31  0.37
C -2.29 5.18 3.76  -1.08
O -1.47 6.30 4.17  -0.36
C -2.24 7.45 4.44  -0.74
N -0.45 3.61 4.31  -0.58
H -1.74 2.15 2.35  0.02
H -2.93 3.21 1.88  0.47
H -2.90 2.50 3.55  0.26
H -0.76 4.47 2.51  0.24
H -2.86 4.90 4.65  0.52
H -2.89 5.53 2.92  0.44
H -2.29 8.13 3.58  0.24
H -1.77 8.05 5.23  0.24
H -3.22 7.13 4.81  0.34
H -0.16 2.64 4.30  0.23
H -0.85 3.70 5.24  0.25
C 5.28 -3.05 -1.07  -1.41
C 5.26 -1.57 -0.67  0.42
C 4.49 -0.68 -1.63  -1.05
O 3.12 -0.96 -1.63  0.01
C 2.46 -0.57 -2.81  -0.60
N 4.73 -1.50 0.70  -0.37
H 4.32 -3.57 -1.10  0.13
H 5.96 -3.58 -0.40  0.40
H 5.56 -3.17 -2.12  0.41
H 6.30 -1.21 -0.72  0.18
H 4.94 -0.74 -2.63  0.43
H 4.57 0.40 -1.39  0.39
H 2.97 -0.92 -3.71  0.43
H 2.38 0.52 -2.84  0.27
H 1.47 -1.02 -2.76  -0.15
H 5.02 -0.63 1.14  0.24
H 5.19 -2.16 1.33  0.21

HOMO level ... -0.2173 Eh
HOMO-LUMO gap ... 8.38 eV
Electronic energy ... -1981.65914 Eh
Charge ... -1